A molecular structure, C35H28AuN7O5P. Source: OMol25; level of theory: ωB97M-V with the def2-TZVPD basis set.

Results
E_LUMO ... -3.804 eV
Gap between HOMO and LUMO ... 0.275 Eh
E_HOMO ... -11.28 eV
Energy relative to the best compared isomer or geometry (same formula, charge and spin) ... 10.8 kcal per mole

```
! RIJCOSX wB97M-V def2-TZVPD def2/J DEFGRID3
* xyz 1 1
Au 0.754 -0.572 -0.411
O 0.944 2.134 -0.965
C 0.162 1.258 -1.058
C -1.173 1.316 -1.724
C -1.463 2.471 -2.447
C -2.689 2.586 -3.078
C -3.624 1.560 -2.981
C -3.329 0.412 -2.261
C -2.093 0.280 -1.640
P -1.660 -1.175 -0.651
C -2.928 -1.250 0.629
C -3.995 -2.137 0.594
C -4.980 -2.063 1.571
C -4.904 -1.105 2.569
C -3.838 -0.211 2.603
C -2.849 -0.289 1.640
C -1.839 -2.647 -1.668
C -1.737 -3.891 -1.039
C -1.718 -5.049 -1.797
C -1.789 -4.972 -3.184
C -1.894 -3.738 -3.808
C -1.916 -2.573 -3.055
H -0.726 3.260 -2.506
H -2.921 3.479 -3.642
H -4.585 1.659 -3.467
H -4.059 -0.385 -2.183
H -4.058 -2.887 -0.186
H -5.809 -2.757 1.547
H -5.674 -1.053 3.327
H -3.781 0.540 3.379
H -2.018 0.410 1.657
H -1.681 -3.953 0.043
H -1.633 -6.012 -1.310
H -1.749 -5.876 -3.775
H -1.935 -3.677 -4.887
H -1.964 -1.613 -3.553
O 1.826 -5.381 -3.777
C 1.927 -5.681 -2.499
O 2.061 -6.808 -2.097
C 1.833 -4.562 -1.504
C 1.945 -4.798 -0.152
N 1.747 -3.632 0.481
N 1.518 -2.641 -0.388
C 1.567 -3.180 -1.604
C 1.322 -2.283 -2.795
O 1.384 -2.767 -3.922
O 1.047 -1.059 -2.541
H 1.695 -4.398 -3.921
H 2.152 -5.718 0.369
H 1.801 -3.441 1.467
C 3.683 1.339 0.235
C 2.728 1.120 1.352
N 1.653 0.351 1.318
C 1.055 0.416 2.561
C 1.782 1.237 3.352
N 2.835 1.675 2.576
C 3.842 2.638 3.024
N 3.231 3.853 3.447
N 2.839 3.974 4.748
N 2.124 5.015 4.878
C 1.990 5.620 3.640
C 1.306 6.779 3.265
C 1.347 7.125 1.936
C 2.051 6.345 0.993
C 2.734 5.205 1.351
C 2.687 4.864 2.704
H 3.402 0.705 -0.604
H 4.702 1.091 0.532
H 3.654 2.373 -0.110
H 0.161 -0.138 2.788
H 1.661 1.555 4.373
H 4.525 2.829 2.200
H 4.390 2.227 3.870
H 0.776 7.371 3.998
H 0.836 8.016 1.598
H 2.056 6.658 -0.043
H 3.279 4.622 0.620
*
```